C5HBr2FN2O2 in the gas phase at a distorted geometry, computed with wB97M-V/def2-TZVPD.

```
! wB97M-V def2-TZVPD RIJCOSX def2/J DEFGRID3
* xyz 0 1
C 1.0584 -0.9536 0.7944
C -1.3309 -0.8031 0.2033
C 0.5195 2.5505 -0.5597
C -0.0765 -1.6479 0.6762
C 0.8176 1.4252 -0.0655
N 1.2033 0.3691 0.4067
N -1.3521 -1.1852 -1.0231
O -2.1924 -0.1072 0.6985
O -0.7387 -1.6641 -1.9648
F 0.4851 2.7099 -1.9392
Br -0.3859 -3.4806 1.4491
Br 0.0064 4.2112 0.2311
H 1.9861 -1.4242 1.0928
*
```

Results
Gap between HOMO and LUMO (Ha): 0.229
Electronic energy (a.u.): -5698.7203
HOMO level (Eh): -0.32867
Molar mass (u): 299.881

***

2 unconnected molecules or ions with the total composition C18H38N5O10 at a distorted geometry, computed with wB97M-V/def2-TZVPD.

```
! wB97M-V def2-TZVPD RIJCOSX def2/J DEFGRID3
* xyz 1 1
O -6.2311 -3.1848 -2.2283
O -5.1630 -5.9084 1.1128
O 1.5757 2.4151 -4.6064
O 0.3733 7.1001 0.6952
O 2.8917 2.8929 -0.6409
O 4.3995 3.9894 -2.8602
O 2.1059 4.7229 0.6054
O 3.2348 1.3992 1.8363
O 3.5776 5.5000 3.0631
O 3.3927 2.9528 4.1518
C -5.4566 -4.0785 -1.9314
C -4.1963 -6.0566 0.3822
C 1.0427 -0.6706 0.1887
N 1.1578 -0.4366 1.4621
N -3.5572 -7.2252 0.2595
N 0.1995 -1.5749 -0.2815
N -4.6353 -3.9326 -0.8894
N 1.7982 0.0328 -0.6062
C -5.4013 -5.3419 -2.7688
C -3.9469 -8.4538 0.9529
C 2.5990 3.3917 -4.3613
C 2.2900 3.3822 -1.8546
C 1.3577 6.7607 1.6822
C 2.2394 3.2993 0.5713
C -0.6927 -2.4389 0.5203
C -1.7138 -3.1669 -0.3617
C 3.2638 3.1296 -3.0090
C 1.4828 5.2366 1.7982
C 3.1052 2.8322 1.7525
C 2.2997 4.8473 3.0491
C 2.5084 3.3251 3.0776
C -2.5882 -4.1174 0.4712
C -3.6073 -4.8734 -0.4000
H 1.1735 2.5672 -5.4816
H 0.3959 8.0532 0.4984
H 4.7201 3.9547 -1.9397
H 3.8866 1.2217 2.5491
H 4.1924 5.0253 3.6533
H 3.0184 3.1996 5.0191
H 0.6146 -0.9583 2.1214
H 1.8509 0.2393 1.7626
H -2.7564 -7.2654 -0.3478
H 0.1632 -1.6791 -1.2821
H -4.8238 -3.1072 -0.3402
H 1.7548 -0.0763 -1.6035
H 2.4202 0.7362 -0.2182
H -4.4064 -5.4666 -3.1878
H -5.6699 -6.1968 -2.1515
H -6.1231 -5.2512 -3.5803
H -5.0096 -8.6509 0.7928
H -3.7723 -8.3477 2.0259
H -3.3702 -9.3010 0.5781
H 2.1726 4.4004 -4.3789
H 3.3555 3.3324 -5.1510
H 2.0706 4.4544 -1.8054
H 1.3462 2.8576 -2.0314
H 1.0661 7.1856 2.6481
H 2.3284 7.1873 1.4066
H 1.2483 2.8384 0.6318
H -0.0940 -3.1800 1.0551
H -1.2362 -1.8331 1.2492
H -2.3445 -2.4245 -0.8525
H -1.1871 -3.7428 -1.1247
H 3.5935 2.0862 -2.9794
H 0.4750 4.8188 1.8932
H 4.0996 3.2744 1.6210
H 1.7408 5.1449 3.9429
H 1.5346 2.8447 3.2245
H -1.9361 -4.8419 0.9626
H -3.1162 -3.5554 1.2441
H -3.0819 -5.2939 -1.2565
*
```

Results
Gap between HOMO and LUMO (Ha): 0.329
Electronic energy (a.u.): -1734.6850
HOMO level (Eh): -0.41807
ΔE to the lowest compared entry with this formula, charge and spin (kJ/mol): 0.0
Molar mass (u): 484.527

***

C4H5NO3S2 in the gas phase at a distorted geometry, computed with wB97M-V/def2-TZVPD.

```
! wB97M-V def2-TZVPD RIJCOSX def2/J DEFGRID3
* xyz 0 1
C 1.0065 -0.2390 -1.3278
C 0.3245 0.2766 -2.4091
C 0.4460 0.0724 -0.0873
C -1.3891 1.7256 -0.8376
N -1.0690 -1.1105 1.6878
O 1.4095 -1.9712 1.6684
O 0.9239 0.3709 2.3869
O -1.9137 2.4494 -0.0909
S -0.7125 1.6142 -2.3279
S 0.6191 -0.8384 1.2799
H 1.8130 -0.8270 -1.5025
H 0.6573 0.2740 -3.4456
H -1.7872 -1.0004 0.9968
H -1.1653 -1.9424 2.2249
H 0.8368 1.1456 1.7840
*
```

Results
Gap between HOMO and LUMO (alpha / beta) (Ha): 0.239 / 0.239
Electronic energy (a.u.): -1232.0441
HOMO level (alpha / beta) (Eh): -0.27494 / -0.27491
ΔE to the lowest compared entry with this formula, charge and spin (kJ/mol): 507.8
Molar mass (u): 179.222

***

A molecular structure, C19H17F5N3O2PtS2Si, computed with wB97M-V/def2-TZVPD.

```
! wB97M-V def2-TZVPD RIJCOSX def2/J DEFGRID3
* xyz 1 5
Pt -1.2528 0.4478 0.5507
C 5.1556 3.3125 -0.7560
Si 3.3590 3.0780 -1.1993
C 3.1812 2.2002 -2.8305
C 2.4645 4.7135 -1.1652
C 2.6113 1.9601 0.1655
C 3.3906 1.4685 1.2173
C 2.8612 0.6560 2.2096
C 1.5206 0.3187 2.1540
N 0.7567 0.7730 1.1650
C 1.2777 1.5670 0.2022
S 0.0270 1.9735 -0.9578
H 5.6244 3.9618 -1.4985
H 5.7098 2.3716 -0.7568
H 5.2845 3.7901 0.2174
H 3.6339 2.8002 -3.6231
H 2.1394 2.0144 -3.0936
H 3.6921 1.2353 -2.8105
H 2.9323 5.4007 -1.8738
H 2.5168 5.1728 -0.1762
H 1.4144 4.6207 -1.4445
H 4.4413 1.7268 1.2623
H 3.4751 0.2874 3.0187
H 1.0436 -0.3151 2.8888
F -6.9369 -2.3840 3.6081
C -6.1322 -1.7634 2.7782
C -6.5885 -1.4031 1.5139
F -7.8270 -1.6926 1.1544
C -5.7368 -0.7486 0.6553
F -6.1771 -0.4147 -0.5444
C -4.4044 -0.4401 1.0144
S -3.4337 0.3271 -0.1600
C -3.9870 -0.8132 2.3088
F -2.7701 -0.5130 2.7406
C -4.8302 -1.4636 3.1766
F -4.4252 -1.7989 4.3904
C -0.8243 -4.7577 -0.1553
N -0.4716 -3.4803 -0.7727
C 0.1868 -3.4165 -1.9680
C 0.5188 -2.2520 -2.5530
C 0.1563 -1.0258 -1.8856
O 0.4781 0.0927 -2.3523
N -0.5406 -1.1366 -0.7362
C -0.8462 -2.3199 -0.1294
O -1.4306 -2.3245 0.9497
H -0.1880 -5.5335 -0.5720
H -1.8698 -4.9981 -0.3437
H -0.6677 -4.6892 0.9169
H 0.4360 -4.3706 -2.4118
H 1.0515 -2.2152 -3.4887
*
```

Results
Gap between HOMO and LUMO (alpha / beta) (Ha): 0.316 / 0.212
<S²>: 6.042
Electronic energy (a.u.): -2753.2280
HOMO level (alpha / beta) (Eh): -0.41446 / -0.43770
ΔE to the lowest compared entry with this formula, charge and spin (kJ/mol): 0.0
Molar mass (u): 701.652

***

C5H9NO3S2Si in the gas phase at a distorted geometry, computed with wB97M-V/def2-TZVPD.

```
! wB97M-V def2-TZVPD RIJCOSX def2/J DEFGRID3
* xyz 0 1
C 1.7519 -0.8966 -0.8376
C 0.4854 -0.7056 -0.4524
C 0.0154 0.6715 -0.3384
C 1.0649 1.4950 -0.6517
C -0.0526 -2.9761 -0.7672
N 1.4099 3.4725 1.0101
O 2.1161 3.7924 -1.3493
O -0.3277 3.4915 -0.8217
O -0.3745 -1.6679 -0.1771
Si -1.8446 1.0035 0.0286
S 2.5028 0.6628 -1.1390
S 1.0574 3.1619 -0.6089
H 2.1019 -1.7995 -1.2495
H 0.9773 -3.3025 -0.6607
H -0.3019 -3.1021 -1.8174
H -0.6668 -3.8193 -0.3191
H 2.4509 3.3294 1.0062
H 0.7216 2.8804 1.4562
H -2.5680 1.9424 -1.0442
H -2.1027 1.4038 1.5195
H -2.4855 -0.2574 0.2383
*
```

Results
Gap between HOMO and LUMO (Ha): 0.331
Electronic energy (a.u.): -1562.1656
HOMO level (Eh): -0.33664
ΔE to the lowest compared entry with this formula, charge and spin (kJ/mol): 0.0
Molar mass (u): 223.351

***

A molecular structure, C48H34Cl4N4O3PRuTe, computed with wB97M-V/def2-TZVPD.

```
! wB97M-V def2-TZVPD RIJCOSX def2/J DEFGRID3
* xyz 0 2
Ru 0.5886 -0.6133 0.1575
Cl 1.0073 -10.0040 -0.4881
C 0.8983 -8.2732 -0.3948
C 1.9101 -7.5584 0.2238
C 1.8180 -6.1762 0.2939
C 0.7230 -5.5086 -0.2456
C -0.2822 -6.2472 -0.8616
C -0.1992 -7.6293 -0.9407
C 0.6372 -4.0204 -0.1691
C -0.3161 -3.4743 0.7032
C -1.2884 -4.1853 1.4668
C -2.0235 -3.2558 2.1481
C -1.4840 -1.9717 1.8262
C -1.9010 -0.7251 2.3751
C -3.1911 -0.7266 3.1169
C -3.2777 -0.3432 4.4534
C -4.4971 -0.3260 5.1148
C -5.6420 -0.7031 4.4334
Cl -7.1730 -0.6794 5.2511
C -5.5817 -1.1073 3.1100
C -4.3572 -1.1207 2.4615
C -1.1823 0.4456 2.3084
N 0.0263 0.5956 1.6658
C 0.5642 1.7836 2.0468
C 1.8265 2.2544 1.6318
C 2.6457 3.1561 2.4746
C 2.2164 3.6915 3.6986
C 3.0283 4.4899 4.4866
C 4.3275 4.7528 4.0942
Cl 5.3481 5.7545 5.0741
C 4.8241 4.1667 2.9455
C 4.0003 3.3698 2.1698
C 2.3206 1.8599 0.3652
C 3.0374 2.7276 -0.5421
C 3.1031 2.1043 -1.7336
C 2.5081 0.8005 -1.5768
N 2.0504 0.6927 -0.2793
C 2.4954 -0.1966 -2.5204
C 2.2943 -1.5799 -2.1385
C 2.9342 -2.7641 -2.6335
C 2.4388 -3.8175 -1.9263
C 1.4937 -3.2909 -0.9959
N 1.4662 -1.9175 -1.1357
C 2.5685 0.2210 -3.9285
C 3.1061 -0.5292 -4.9761
C 3.0743 -0.0791 -6.2839
C 2.4727 1.1331 -6.5807
Cl 2.4246 1.6961 -8.2194
C 1.8808 1.8785 -5.5780
C 1.9195 1.4153 -4.2740
C -0.4083 2.4838 2.8585
C -1.4791 1.6825 2.9927
N -0.4477 -2.1352 0.9691
H 2.7579 -8.0794 0.6470
H 2.6027 -5.6083 0.7782
H -1.1337 -5.7332 -1.2901
H -0.9766 -8.2046 -1.4242
H -1.4035 -5.2567 1.4927
H -2.8434 -3.4402 2.8234
H -2.3768 -0.0689 4.9872
H -4.5599 -0.0308 6.1531
H -6.4852 -1.4044 2.5952
H -4.3006 -1.4351 1.4259
H 1.2417 3.4612 4.0920
H 2.6537 4.8907 5.4187
H 5.8600 4.3088 2.6692
H 4.4552 2.8646 1.3307
H 3.3719 3.7258 -0.3208
H 3.5644 2.4761 -2.6342
H 3.7084 -2.8182 -3.3764
H 2.7011 -4.8568 -2.0342
H 3.5688 -1.4863 -4.7931
H 3.5110 -0.6720 -7.0759
H 1.3684 2.8002 -5.8182
H 1.3755 1.9645 -3.5132
H -0.3366 3.5048 3.1872
H -2.4022 1.9163 3.4927
C -1.1982 4.5256 -3.6242
C -2.3769 3.9354 -2.8826
O -2.1579 2.5283 -2.6150
P -1.4311 2.1241 -1.2488
O -0.2038 2.8694 -0.9322
Te -1.2080 -0.2808 -1.6129
O -2.5520 2.4182 -0.1415
C -3.8426 1.7905 -0.2268
C -4.7405 2.3786 0.8354
H -1.4050 5.5670 -3.8776
H -1.0225 3.9736 -4.5487
H -0.3044 4.4794 -3.0034
H -3.2859 3.9760 -3.4808
H -2.5566 4.4615 -1.9426
H -3.7164 0.7140 -0.0830
H -4.2574 1.9555 -1.2245
H -4.3852 2.1147 1.8296
H -5.7531 1.9884 0.7214
H -4.7722 3.4653 0.7500
*
```

Results
Gap between HOMO and LUMO (alpha / beta) (Ha): 0.202 / 0.192
<S²>: 0.767
Electronic energy (a.u.): -4839.4767
HOMO level (alpha / beta) (Eh): -0.25414 / -0.25524
ΔE to the lowest compared entry with this formula, charge and spin (kJ/mol): 0.0
Molar mass (u): 1116.281

***

- What is the molar mass in the third record?
  179.222 u